Below is a molecular structure, C36H40N3P2PdS, with properties calculated with ωB97M-V/def2-TZVPD.

Last column: Mulliken charge in e.
Cartesian coordinates (Å):
Pd1 -0.17 0.79 -0.50  -1.35
C1 1.95 0.88 2.00  -0.46
P1 1.48 2.09 0.66  1.27
C2 3.05 2.05 -0.30  0.49
C3 4.05 3.02 -0.22  -0.52
C4 5.23 2.89 -0.95  -0.77
C5 5.42 1.79 -1.77  -0.49
C6 4.44 0.81 -1.84  -0.87
C7 3.26 0.94 -1.12  -0.26
C8 1.66 3.71 1.51  0.84
C9 1.19 4.83 0.82  -0.65
C10 1.24 6.10 1.39  -0.60
C11 1.76 6.26 2.67  -0.49
C12 2.23 5.16 3.36  -0.71
C13 2.19 3.90 2.78  -0.39
C14 1.88 -0.48 1.39  -0.84
C15 2.84 -1.46 1.24  -1.07
C16 2.34 -2.36 0.26  -1.49
C17 1.10 -1.87 -0.13  0.33
C18 0.20 -2.27 -1.25  -1.33
P2 -1.14 -1.06 -1.74  1.78
C19 -2.52 -1.30 -0.57  0.55
C20 -2.33 -1.96 0.64  -0.08
C21 -3.41 -2.21 1.47  -0.71
C22 -4.68 -1.78 1.11  -0.59
C23 -4.87 -1.10 -0.08  -0.73
C24 -3.79 -0.86 -0.92  -0.32
C25 -1.80 -2.23 -3.07  0.39
C26 -1.58 -1.96 -4.42  -0.38
C27 -2.02 -2.84 -5.41  -0.68
C28 -2.69 -4.00 -5.06  -0.39
C29 -2.93 -4.28 -3.72  -0.78
C30 -2.48 -3.40 -2.74  -0.38
N1 0.81 -0.75 0.59  0.72
H1 1.24 1.03 2.83  0.32
H2 2.96 1.08 2.37  0.73
H3 3.92 3.89 0.41  0.31
H4 5.99 3.66 -0.89  0.40
H5 6.34 1.68 -2.33  0.36
H6 4.59 -0.07 -2.47  0.43
H7 2.49 0.18 -1.19  0.32
H8 0.76 4.70 -0.17  0.50
H9 0.87 6.95 0.83  0.37
H10 1.78 7.25 3.12  0.36
H11 2.64 5.28 4.36  0.39
H12 2.58 3.05 3.33  0.34
H13 3.80 -1.50 1.73  0.46
H14 2.83 -3.24 -0.13  0.48
H15 -0.35 -3.20 -1.07  0.65
H16 0.77 -2.44 -2.17  0.62
H17 -1.32 -2.24 0.95  0.13
H18 -3.26 -2.74 2.41  0.49
H19 -5.52 -1.98 1.77  0.36
H20 -5.85 -0.74 -0.35  0.37
H21 -3.93 -0.32 -1.85  0.39
H22 -1.07 -1.05 -4.69  0.29
H23 -1.83 -2.61 -6.45  0.38
H24 -3.04 -4.68 -5.83  0.36
H25 -3.46 -5.18 -3.44  0.39
H26 -2.69 -3.63 -1.70  0.25
C31 -1.94 3.47 4.93  -1.60
C32 -1.00 3.06 3.79  -0.30
N2 -1.53 2.08 2.87  1.09
C33 -1.47 0.68 3.26  -0.33
C34 -2.71 0.16 3.98  -1.29
C35 -2.34 2.45 1.81  1.33
C36 -2.38 3.91 1.46  -1.32
N3 -3.02 1.65 1.07  -0.64
H27 -1.50 4.28 5.51  0.49
H28 -2.14 2.63 5.60  0.32
H29 -2.90 3.82 4.53  0.26
H30 -0.08 2.66 4.22  0.22
H31 -0.70 3.95 3.24  0.19
H32 -0.60 0.56 3.90  0.51
H33 -1.27 0.08 2.36  -0.22
H34 -2.84 0.65 4.95  0.36
H35 -2.61 -0.92 4.16  0.37
H36 -3.62 0.32 3.40  0.22
H37 -1.39 4.26 1.18  0.16
H38 -2.75 4.53 2.28  0.23
H39 -3.04 4.01 0.60  0.43
H40 -2.91 0.68 1.35  -0.36
S1 -1.08 0.72 -2.71  -0.58

Properties
Frontier orbital gap ... 6.030 eV
ΔE to the lowest compared entry with this formula, charge and spin ... 32.5 kJ/mol
Net charge ... -1